Here is a molecular structure, C15H43IN11O27PS from the Open Molecules 2025 dataset. Energies are from the ωB97M-V functional and the def2-TZVPD basis.

Element x y z (Å)
C (5.904, -1.854, 0.285)
C (5.143, -0.607, 0.878)
C (4.073, -1.043, 1.936)
C (2.635, -1.198, 1.322)
O (1.922, 0.052, 1.486)
O (0.899, 0.164, 0.532)
S (-0.383, -0.747, 1.194)
O (-0.747, -0.131, 2.504)
O (-1.757, -0.493, 0.259)
P (-3.033, -1.335, 1.102)
O (-4.444, -1.189, 0.187)
I (-2.448, -3.763, 1.038)
H (6.981, -1.755, 0.529)
H (5.520, -2.826, 0.658)
H (5.840, -1.890, -0.833)
H (5.903, 0.019, 1.398)
H (4.686, 0.021, 0.080)
H (4.375, -2.003, 2.407)
H (3.997, -0.252, 2.714)
H (2.161, -2.040, 1.880)
H (2.676, -1.413, 0.232)
H (-5.157, -1.608, 0.720)
C (6.698, -2.071, -4.652)
N (7.263, -2.135, -3.279)
O (8.168, -1.374, -3.004)
O (6.780, -2.948, -2.520)
H (7.227, -1.307, -5.208)
H (6.838, -3.043, -5.107)
H (5.647, -1.826, -4.563)
C (2.261, 0.083, -2.669)
N (3.223, -0.692, -3.494)
O (2.947, -0.875, -4.660)
O (4.226, -1.089, -2.942)
H (1.421, 0.370, -3.294)
H (1.936, -0.559, -1.854)
H (2.784, 0.961, -2.295)
C (-5.109, 2.162, 0.965)
N (-6.090, 2.874, 1.825)
O (-5.946, 2.798, 3.026)
O (-6.974, 3.483, 1.263)
H (-4.384, 1.666, 1.602)
H (-5.661, 1.438, 0.370)
H (-4.626, 2.904, 0.334)
C (-5.742, 2.324, 6.107)
N (-5.553, 1.326, 7.189)
O (-5.012, 1.693, 8.210)
O (-5.957, 0.202, 6.977)
H (-5.334, 3.275, 6.434)
H (-5.213, 1.961, 5.229)
H (-6.813, 2.407, 5.911)
C (-1.243, 2.269, 4.524)
N (-2.228, 2.996, 5.358)
O (-2.058, 3.002, 6.558)
O (-3.140, 3.533, 4.769)
H (-0.484, 1.838, 5.169)
H (-1.782, 1.491, 3.990)
H (-0.803, 2.986, 3.835)
C (4.832, -2.199, -8.794)
N (5.385, -2.178, -7.416)
O (5.567, -3.250, -6.871)
O (5.614, -1.084, -6.930)
H (4.678, -3.229, -9.095)
H (3.889, -1.656, -8.776)
H (5.555, -1.710, -9.443)
C (-8.428, -0.806, 2.334)
N (-7.496, -1.672, 1.565)
O (-7.699, -1.809, 0.381)
O (-6.585, -2.187, 2.187)
H (-9.181, -0.419, 1.656)
H (-8.881, -1.419, 3.109)
H (-7.843, 0.003, 2.767)
C (0.567, 2.562, 8.713)
N (1.524, 1.695, 7.975)
O (1.299, 1.479, 6.803)
O (2.465, 1.261, 8.598)
H (-0.219, 2.874, 8.032)
H (0.159, 1.975, 9.532)
H (1.123, 3.420, 9.082)
C (-9.907, 4.332, 4.009)
N (-9.316, 3.146, 4.675)
O (-8.379, 3.330, 5.422)
O (-9.810, 2.071, 4.423)
H (-9.364, 5.216, 4.328)
H (-9.812, 4.185, 2.936)
H (-10.951, 4.389, 4.308)
C (6.036, 2.077, -5.085)
N (5.053, 2.681, -4.150)
O (5.299, 2.633, -2.965)
O (4.064, 3.181, -4.642)
H (6.861, 1.670, -4.508)
H (5.522, 1.291, -5.633)
H (6.381, 2.863, -5.753)
C (2.833, -6.471, -10.967)
N (2.876, -5.057, -10.516)
O (1.836, -4.546, -10.173)
O (3.959, -4.509, -10.523)
H (1.809, -6.824, -10.907)
H (3.193, -6.498, -11.992)
H (3.481, -7.044, -10.308)

LUMO level = -0.41 eV
electronic energy = -116116.2852 eV
largest force on an atom = 3.56 eV Å⁻¹

Mulliken atomic charge list, values in e, 2 entries: C -0.631; C -0.387

---

Here is 4 unconnected molecules or ions with the total composition C4H15N2O5 from the Open Molecules 2025 dataset. Energies are from the ωB97M-V functional and the def2-TZVPD basis.

Element x y z (Å)
O (0.146, 2.071, -1.783)
C (-0.365, 1.305, -0.957)
N (0.330, 0.918, 0.125)
C (1.876, 1.019, 0.395)
O (2.099, -0.136, 1.079)
C (-1.801, 0.922, -1.143)
N (-2.080, -0.405, -1.845)
C (-0.959, -1.360, -1.735)
H (0.023, 0.223, 0.829)
H (2.235, 0.943, -0.624)
H (2.068, 1.900, 1.039)
H (-2.469, 0.989, -0.259)
H (-2.256, 1.565, -1.905)
H (-2.898, -0.802, -1.402)
H (-1.338, -2.371, -1.864)
H (-0.198, -1.047, -2.479)
H (-0.405, -1.334, -0.801)
H (0.527, -0.680, 2.492)
H (0.576, -1.430, 1.207)
O (-0.016, -1.298, 1.959)
H (-0.166, 2.087, 2.058)
H (-1.350, 1.207, 2.450)
O (-1.041, 2.126, 2.465)
H (2.053, -2.605, 0.623)
H (2.646, -1.393, 0.093)
O (2.764, -2.411, -0.016)

LUMO level = 3.36 eV
electronic energy = -17609.3821 eV
largest force on an atom = 3.19 eV Å⁻¹
total charge = -1

Mulliken atomic charge list, values in e, 2 entries: O -0.728; C 0.479

---

Here is a molecular structure, C20H17MnN10P from the Open Molecules 2025 dataset. Energies are from the ωB97M-V functional and the def2-TZVPD basis.

Element x y z (Å)
Mn (-1.620, -0.062, -1.063)
N (-4.325, 0.790, -2.948)
C (-3.092, 1.349, -3.326)
N (-2.915, 2.153, -4.381)
N (-1.633, 2.498, -4.373)
N (-0.976, 1.928, -3.428)
N (-1.907, 1.148, -2.719)
C (-4.601, 0.181, -1.709)
N (-5.859, 0.080, -1.217)
N (-5.659, -0.632, -0.070)
N (-4.414, -0.822, 0.157)
N (-3.707, -0.294, -0.863)
H (-5.163, 1.001, -3.496)
N (-1.710, -1.465, 0.753)
C (-0.544, -2.220, 1.173)
C (-0.679, -3.347, 1.971)
C (0.430, -4.029, 2.460)
C (1.683, -3.520, 2.149)
C (1.820, -2.344, 1.387)
C (0.712, -1.668, 0.875)
P (0.733, -0.030, -0.046)
C (0.593, 1.254, 1.179)
C (0.085, 0.949, 2.421)
C (-0.370, 2.004, 3.241)
C (-0.261, 3.331, 2.734)
C (0.194, 3.590, 1.453)
C (0.701, 2.588, 0.680)
C (2.405, 0.067, -0.750)
C (2.613, -0.349, -2.091)
C (3.905, -0.453, -2.618)
C (5.012, -0.169, -1.780)
C (4.785, 0.317, -0.503)
C (3.477, 0.420, 0.001)
H (-1.763, -0.752, 1.491)
H (-2.561, -2.017, 0.861)
H (-1.640, -3.746, 2.188)
H (0.311, -4.914, 3.045)
H (2.568, -4.081, 2.398)
H (2.843, -1.976, 1.065)
H (0.172, -0.015, 2.832)
H (-0.843, 1.926, 4.188)
H (-0.737, 4.129, 3.317)
H (0.229, 4.574, 1.067)
H (0.917, 2.740, -0.346)
H (1.778, -0.616, -2.691)
H (4.068, -0.685, -3.680)
H (5.990, -0.153, -2.186)
H (5.545, 0.628, 0.151)
H (3.411, 0.716, 1.049)

LUMO level (alpha / beta) = -0.39 / -0.70 eV
electronic energy = -76524.5817 eV
spin multiplicity = 6
largest force on an atom = 2.80 eV Å⁻¹

Mulliken atomic charge list, values in e, 2 entries: Mn 0.733; N -0.150

---

Here is a molecular structure, C39H34CaF11NO6P2S2 from the Open Molecules 2025 dataset. Energies are from the ωB97M-V functional and the def2-TZVPD basis.

Element x y z (Å)
Ca (0.242, 2.163, -0.448)
O (-1.420, 0.616, -1.263)
P (-1.972, -0.751, -1.345)
C (-0.763, -1.930, -2.122)
P (0.989, -1.670, -1.603)
O (1.455, -0.314, -1.937)
C (1.858, -2.967, -2.513)
C (2.575, -2.606, -3.666)
C (3.282, -3.544, -4.378)
C (3.305, -4.878, -3.967)
C (2.603, -5.244, -2.819)
C (1.894, -4.311, -2.099)
C (1.127, -2.119, 0.142)
C (0.376, -3.128, 0.753)
C (0.674, -3.530, 2.038)
C (1.741, -2.967, 2.723)
C (2.502, -1.974, 2.112)
C (2.197, -1.550, 0.837)
C (-3.379, -0.913, -2.464)
C (-3.843, -2.153, -2.942)
C (-4.931, -2.211, -3.783)
C (-5.587, -1.049, -4.175)
C (-5.125, 0.188, -3.710)
C (-4.041, 0.254, -2.866)
C (-2.419, -1.437, 0.267)
C (-3.211, -2.579, 0.437)
C (-3.534, -3.021, 1.703)
C (-3.065, -2.343, 2.821)
C (-2.281, -1.205, 2.656)
C (-1.977, -0.741, 1.395)
H (-0.768, -1.698, -3.195)
H (-1.065, -2.969, -1.988)
H (2.550, -1.574, -3.979)
H (3.826, -3.252, -5.266)
H (3.867, -5.616, -4.524)
H (2.620, -6.276, -2.491)
H (1.370, -4.597, -1.198)
H (-0.462, -3.574, 0.233)
H (0.069, -4.291, 2.515)
H (1.976, -3.295, 3.727)
H (3.336, -1.533, 2.641)
H (2.767, -0.768, 0.355)
H (-3.324, -3.062, -2.668)
H (-5.273, -3.170, -4.154)
H (-6.442, -1.099, -4.835)
H (-5.630, 1.094, -4.020)
H (-3.665, 1.199, -2.498)
H (-3.586, -3.108, -0.425)
H (-4.145, -3.907, 1.828)
H (-3.309, -2.688, 3.815)
H (-1.895, -0.682, 3.515)
H (-1.376, 0.156, 1.268)
F (2.090, 1.737, -3.481)
C (3.265, 1.595, -2.887)
F (3.738, 0.381, -3.168)
F (4.115, 2.451, -3.503)
S (3.449, 2.021, -1.045)
O (2.323, 1.650, -0.256)
O (4.698, 1.395, -0.738)
N (3.593, 3.596, -1.107)
S (2.166, 4.257, -1.079)
O (1.211, 3.546, -1.859)
O (1.773, 4.798, 0.177)
C (2.615, 5.746, -2.165)
F (3.738, 6.340, -1.732)
F (2.863, 5.286, -3.398)
F (1.708, 6.717, -2.295)
C (0.395, 3.529, 2.967)
C (0.893, 2.083, 2.985)
C (2.434, 2.095, 3.098)
C (0.447, 1.346, 1.758)
C (0.252, 1.243, 4.075)
C (0.815, 0.022, 4.479)
C (0.206, -0.788, 5.414)
C (-0.995, -0.413, 5.997)
C (-1.583, 0.780, 5.598)
C (-0.974, 1.589, 4.656)
H (0.954, 4.081, 2.214)
H (0.530, 4.009, 3.937)
H (-0.652, 3.570, 2.680)
H (2.846, 2.663, 2.263)
H (2.833, 1.086, 3.033)
H (2.768, 2.546, 4.037)
H (0.901, 0.351, 1.794)
H (1.739, -0.314, 4.044)
H (0.669, -1.725, 5.699)
H (-1.470, -1.042, 6.738)
H (-2.526, 1.082, 6.035)
H (-1.462, 2.507, 4.368)
F (-1.985, 4.507, 0.699)
C (-1.759, 3.659, -0.407)
F (-3.034, 3.082, -0.576)
C (-1.616, 4.622, -1.564)
F (-0.587, 5.477, -1.378)
F (-1.403, 4.004, -2.738)
F (-2.685, 5.448, -1.810)

LUMO level (alpha / beta) = 3.94 / 3.97 eV
electronic energy = -143350.5041 eV
largest force on an atom = 4.27 eV Å⁻¹
total charge = -2

Mulliken atomic charge list, values in e, 2 entries: Ca 2.775; O -0.215

---

Here is 20 unconnected molecules or ions with the total composition H39O20 from the Open Molecules 2025 dataset. Energies are from the ωB97M-V functional and the def2-TZVPD basis.

Element x y z (Å)
O (0.667, -4.270, -1.491)
H (1.462, -0.314, 2.696)
O (3.094, 2.334, 3.288)
H (2.960, 2.989, 2.595)
H (2.302, 1.798, 3.290)
O (3.618, -1.026, -3.677)
H (-2.731, 2.210, -3.134)
H (4.218, -1.140, -2.953)
O (-4.279, -1.919, 0.608)
H (-3.680, -1.558, 1.270)
H (-0.613, 1.911, 1.464)
O (-0.600, 2.778, 1.908)
H (-0.778, 0.380, -1.589)
H (2.689, -1.212, -3.549)
O (-2.137, -4.203, 0.267)
H (1.216, -3.563, -1.133)
H (0.980, -5.069, -1.054)
O (-4.169, -2.737, -2.638)
H (-3.934, -2.003, -2.062)
H (-4.889, -3.243, -2.245)
O (-0.437, 5.843, 0.446)
H (-2.145, -4.822, -0.484)
H (5.082, -2.192, 0.345)
O (1.418, -0.984, -1.504)
H (1.115, -0.060, -1.386)
H (2.378, -1.043, -1.565)
O (0.675, 0.168, 2.356)
H (0.458, -0.495, 1.654)
H (5.414, -2.453, -0.941)
O (-1.662, 0.207, -2.192)
H (-4.500, -2.856, 0.633)
H (-1.173, -0.387, -2.804)
O (0.150, 1.141, -0.832)
H (-4.107, 2.004, 2.124)
H (-1.537, -3.477, 0.092)
O (4.132, -0.325, -1.100)
H (5.053, -0.157, -1.306)
H (0.252, 5.175, 0.464)
O (-3.017, 3.128, -3.255)
H (-1.225, 5.495, 0.878)
H (-2.226, 3.419, -3.729)
O (3.263, -2.879, 2.747)
H (4.196, -2.933, 2.977)
H (2.817, -2.616, 3.558)
O (-1.709, -0.014, 0.645)
H (-1.711, -0.985, 0.660)
H (1.336, 1.464, -0.267)
O (-3.655, 1.541, 2.835)
H (-1.171, 0.028, -0.185)
H (-3.287, 0.669, 2.683)
O (5.385, -2.992, -0.135)
H (-0.866, 2.369, 2.752)
H (-0.485, 1.874, -0.736)
O (-3.193, 3.533, 1.260)
H (-3.154, 3.387, 0.305)
H (-2.282, 3.319, 1.543)
O (2.222, 0.975, 0.241)
H (1.831, 0.563, 1.037)
H (3.691, 0.381, -0.599)

LUMO level (alpha / beta) = -0.86 / -6.19 eV
electronic energy = -41577.6419 eV
spin multiplicity = 2
largest force on an atom = 3.15 eV Å⁻¹

Mulliken atomic charge list, values in e, 2 entries: O -0.608; H 0.275